1.
15
Properties=species:S:1:pos:R:3 method="wB97M-V/def2-TZVPD" orbital_gap_ha=0.278 charge=0 relative_energy_kj_mol=532.49 e_tot_ha=-345.6021 lumo_ev=-0.688
C -0.63844 -0.74354 2.20177
C -0.47653 -0.22493 0.85455
C 0.66168 0.03869 0.12808
C -1.90253 -0.12713 0.19758
C 0.61809 0.39255 -1.35680
O 1.86009 -0.15022 0.60987
O 1.80378 0.52748 -2.09533
H 0.40630 -0.97981 2.74523
H -2.21018 0.93888 -0.01087
H -2.57584 -0.44934 0.87714
H -2.16567 -0.71966 -0.79521
H 0.22685 1.48904 -1.38701
H -0.13902 -0.22628 -1.90830
H 1.96100 -0.66612 1.44216
H 2.57042 0.90038 -1.50286

---

2.
15
Properties=species:S:1:pos:R:3 method="wB97M-V/def2-TZVPD" orbital_gap_ha=0.375 charge=0 relative_energy_kj_mol=402.99 e_tot_ha=-341.8502 lumo_ev=0.975 smiles="CN(N=O)C1CC1"
C -0.65281 0.25827 1.69705
N -0.32550 -0.63367 0.59860
N -1.16927 -1.61545 0.14875
O -2.22002 -1.72115 0.75663
C 0.74856 -0.34747 -0.27437
C 0.50077 -0.11100 -1.74423
C 0.91346 1.06105 -0.92132
H 0.26225 0.77101 2.01392
H -1.09300 -0.34893 2.48969
H -1.40732 0.99339 1.41864
H 1.66638 -0.83953 0.01616
H -0.51938 -0.16404 -2.08452
H 1.22031 -0.54873 -2.42196
H 0.16430 1.79416 -0.67773
H 1.91130 1.45208 -1.01531

---

3.
13
Properties=species:S:1:pos:R:3 method="wB97M-V/def2-TZVPD" orbital_gap_ha="0.317 / 0.158" charge=0 relative_energy_kj_mol=392.71 e_tot_ha=-5186.0011 lumo_ev="-0.355 / -2.359"
C -0.66632 -1.34379 -1.09577
C -1.03258 1.16845 1.57391
C 1.42117 0.78634 0.50076
C 0.13274 -1.95724 -1.93303
N -1.26428 -0.89169 -0.21479
Se 0.25834 2.10042 0.57639
Br 1.44351 -0.60866 -2.63706
H -0.77658 1.13037 2.63690
H -1.98906 1.66472 1.39346
H -1.10539 0.04217 1.05463
H 1.26228 -0.24758 0.36405
H 2.45128 0.97799 0.15909
H -0.13511 -2.82151 -2.37855

---

Repeat the first record exactly.
15
Properties=species:S:1:pos:R:3 method="wB97M-V/def2-TZVPD" orbital_gap_ha=0.278 charge=0 relative_energy_kj_mol=532.49 e_tot_ha=-345.6021 lumo_ev=-0.688
C -0.63844 -0.74354 2.20177
C -0.47653 -0.22493 0.85455
C 0.66168 0.03869 0.12808
C -1.90253 -0.12713 0.19758
C 0.61809 0.39255 -1.35680
O 1.86009 -0.15022 0.60987
O 1.80378 0.52748 -2.09533
H 0.40630 -0.97981 2.74523
H -2.21018 0.93888 -0.01087
H -2.57584 -0.44934 0.87714
H -2.16567 -0.71966 -0.79521
H 0.22685 1.48904 -1.38701
H -0.13902 -0.22628 -1.90830
H 1.96100 -0.66612 1.44216
H 2.57042 0.90038 -1.50286